# 1
The following is a quantum chemistry calculation of C22H31AsI2N9O3PSSc as an isolated structure, from the Open Molecules 2025 dataset.

Values from the calculation:
relative energy (zero: lowest compared OMol25 entry of this formula, charge and spin)	0.000	eV
Kohn-Sham gap	6.764	eV
electronic energy	-160722.73776	eV
LUMO	-0.2909	hartree
F_max	0.01258	Eh/bohr
molecular weight	906.3	g mol⁻¹

Structure (ORCA input):
```
! wB97M-V def2-TZVPD RIJCOSX def2/J DEFGRID3
* xyz 3 1
H 3.675 2.482 2.231
C -2.529 2.961 -2.911
H 2.452 -2.390 0.334
H 5.117 -0.086 -3.501
N -3.361 3.649 -3.668
C 1.749 -2.554 1.142
N -1.067 2.773 2.129
N 0.047 3.556 -0.613
C -1.029 -2.917 4.252
O 1.328 1.567 1.215
C 1.176 0.038 -4.399
C -0.063 -2.870 3.203
N -0.976 -1.159 -1.382
C -1.003 -2.496 -1.364
H 4.591 1.736 4.166
H 1.831 -2.786 -2.892
H -4.040 3.167 -4.234
H -2.712 -1.965 5.127
C -1.806 0.971 -2.151
H -3.570 -3.117 -3.462
H 1.086 1.123 -4.390
C -0.841 2.895 -1.429
H 4.362 -0.214 -5.112
O -1.112 0.162 1.427
H -1.286 1.765 1.926
N 0.758 -1.682 1.245
H 3.524 2.532 5.133
C 4.265 0.205 -4.111
N -1.624 3.632 -2.177
H 0.335 3.928 3.196
S 2.533 0.310 -1.312
H -0.276 -2.986 -0.731
H 0.916 3.071 -0.427
I -1.017 -4.435 5.671
C -2.036 -0.887 3.389
H 1.087 -4.616 3.730
C -1.878 -0.516 -2.146
Sc 0.291 0.130 0.031
C 1.897 -3.631 2.018
C -0.143 -1.822 2.267
H 4.205 1.290 -4.164
O 1.459 0.593 3.649
C -1.148 -0.822 2.353
C -1.912 -3.237 -2.101
H -0.771 3.212 1.243
As 2.668 -0.472 -3.304
C 3.010 2.639 3.078
H -0.382 2.593 4.118
H -1.891 -4.317 -2.050
C 0.993 -3.790 3.038
C 2.759 -2.387 -3.296
P 1.415 1.755 2.726
H 2.928 3.708 3.257
H 0.273 -0.419 -4.001
H 3.043 1.091 4.422
C 0.021 2.886 3.149
N 3.605 1.965 4.288
N -2.627 1.607 -2.933
H 2.901 -2.746 -4.315
H -1.924 3.217 2.461
H -3.523 -0.611 -3.496
H -3.312 4.654 -3.690
C -2.822 -1.181 -2.905
H 1.343 -0.308 -5.418
N -0.877 1.542 -1.343
I -3.508 0.566 3.607
H 2.718 -4.321 1.886
H 0.167 4.524 -0.885
C -2.840 -2.569 -2.881
C -1.980 -1.942 4.332
H 3.598 -2.697 -2.677
*
```

=====

# 2
The following is a quantum chemistry calculation of a 9-piece molecular cluster, C30H40Cl10N4 overall in a non-equilibrium geometry, from the Open Molecules 2025 dataset.

Values from the calculation:
Kohn-Sham gap (spin up / spin down)	2.346 / 6.971	eV
<S²>	0.762
electronic energy	-162941.51609	eV
LUMO (spin up / spin down)	0.0825 / 0.0823	hartree
F_max	0.06506	Eh/bohr
molecular weight	811.2	g mol⁻¹

Structure (ORCA input):
```
! wB97M-V def2-TZVPD RIJCOSX def2/J DEFGRID3
* xyz -1 2
H 4.022 2.558 1.299
C -6.739 -0.854 -1.730
C -1.216 -0.958 -0.095
H 4.444 -2.034 3.178
H 3.100 -3.979 6.005
C 3.393 -3.284 -3.189
C -1.588 -2.799 -3.440
H -7.600 -0.773 0.265
H 5.514 2.405 0.221
H 2.252 -1.659 5.665
H -2.158 -1.433 -0.330
C -3.337 -3.927 -2.327
H -3.830 -4.260 -1.425
H -1.717 -2.716 -5.545
N 1.217 -1.191 0.053
C 0.842 7.298 0.382
H -4.002 2.866 -0.043
H -3.881 -3.952 -5.684
C 1.236 0.151 0.432
C 1.206 6.366 1.500
H -2.007 4.579 -0.558
H -4.911 -4.739 -3.557
H 0.649 6.572 2.413
H 1.539 -2.195 -2.392
H 4.999 -2.628 0.618
C -4.408 -0.322 -1.917
C 4.873 -1.660 1.104
Cl 3.323 3.220 -1.492
H 0.053 -2.777 2.356
Cl 5.773 3.927 2.077
Cl 2.098 7.563 -0.811
C -4.042 -4.100 -3.505
C 4.338 4.066 -0.204
C 0.955 -2.068 4.079
C -2.503 4.470 0.407
H -3.505 -0.108 -2.468
H 3.084 -2.298 2.044
C -0.006 -1.651 -0.369
H 4.395 -3.000 -2.866
H -5.758 -0.597 -3.588
H 3.322 -4.364 -3.064
H -0.046 7.023 -0.188
Cl 0.910 4.620 1.023
H -0.184 -2.608 -0.838
C -5.454 -0.419 0.176
H 5.213 4.426 -0.745
H -1.804 3.739 0.813
N 1.177 -4.398 3.292
Cl 3.210 -2.732 -4.848
C -1.097 0.312 0.457
H -1.967 0.847 0.807
H -7.699 -0.993 -2.205
N -4.332 -0.210 -0.543
H 2.260 6.508 1.741
H 2.232 0.489 0.675
C 4.849 3.053 0.791
Cl 6.460 -0.943 1.429
Cl -5.098 4.821 -0.605
N -2.174 -3.254 -2.322
C 0.107 0.921 0.647
H -4.256 3.821 1.374
C 3.894 -1.627 2.330
Cl 3.267 -0.683 -2.284
H -5.400 -0.190 1.230
Cl -2.509 6.029 1.366
C -3.413 -3.763 -4.730
H 2.382 -5.673 4.382
C -2.236 -3.027 -4.651
C -5.602 -0.576 -2.520
C -6.723 -0.704 -0.362
C 2.320 -3.724 5.303
C 2.603 -2.374 -2.233
C -3.939 3.887 0.334
C 1.778 -2.459 5.115
H 0.647 8.277 0.821
C 0.699 -3.068 3.171
H 0.646 -1.044 3.931
H 3.838 4.881 0.318
Cl 3.475 0.010 2.876
H -0.629 -2.307 -3.374
H 0.219 1.933 1.008
C 1.907 -4.702 4.391
H 4.315 -1.076 0.371
H 2.735 -2.754 -1.220
*
```

=====

# 3
The following is a quantum chemistry calculation of one molecule with the formula C5H8P2 in a non-equilibrium geometry, from the Open Molecules 2025 dataset.

Values from the calculation:
relative energy (zero: lowest compared OMol25 entry of this formula, charge and spin)	1.347	eV
Kohn-Sham gap	8.710	eV
SMILES	[PH2]#[PH]C1=CC=CC1
electronic energy	-23889.22416	eV
LUMO	0.0335	hartree
F_max	0.06093	Eh/bohr
molecular weight	130.1	g mol⁻¹

Structure (ORCA input):
```
! wB97M-V def2-TZVPD RIJCOSX def2/J DEFGRID3
* xyz 0 1
C 0.681 -0.992 -0.619
H -3.926 0.131 0.473
C 0.920 1.173 0.431
C -0.056 0.353 -0.080
P -1.746 0.861 -0.379
H 0.560 -2.033 -0.315
H 0.539 -0.798 -1.679
C 2.189 0.476 0.445
H -1.822 1.722 0.699
H 2.896 -1.326 -0.333
H 2.950 0.884 1.176
P -2.907 -0.773 0.386
H 0.550 2.065 0.900
H -2.925 -1.018 -0.956
C 2.097 -0.723 -0.149
*
```

=====

# 4
The following is a quantum chemistry calculation of one molecule with the formula C3H3NO4 in a non-equilibrium geometry, from the Open Molecules 2025 dataset.

Values from the calculation:
relative energy (zero: lowest compared OMol25 entry of this formula, charge and spin)	5.540	eV
Kohn-Sham gap	9.239	eV
SMILES	O=c1o[nH]c(O)c1O
electronic energy	-12834.78324	eV
LUMO	-0.0020	hartree
F_max	0.13066	Eh/bohr
molecular weight	117.1	g mol⁻¹

Structure (ORCA input):
```
! wB97M-V def2-TZVPD RIJCOSX def2/J DEFGRID3
* xyz 0 1
O 1.526 -0.287 -0.667
O -0.539 2.069 1.012
C -0.078 1.012 0.226
H -2.420 -1.165 0.247
H 1.882 0.926 0.902
O -1.781 -0.448 0.629
C -0.571 -0.155 0.235
N 1.320 0.987 -0.235
O 0.128 -2.256 -0.904
H -1.619 2.107 0.550
C 0.356 -1.090 -0.562
*
```

=====

# 5
The following is a quantum chemistry calculation of one molecule with the formula C4H6Cl2O in a non-equilibrium geometry, from the Open Molecules 2025 dataset.

Values from the calculation:
relative energy (zero: lowest compared OMol25 entry of this formula, charge and spin)	1.564	eV
Kohn-Sham gap	9.732	eV
SMILES	CC1(O)[C@@H](Cl)[C@@H]1Cl
electronic energy	-31335.85347	eV
LUMO	0.0242	hartree
F_max	0.06177	Eh/bohr
molecular weight	141.0	g mol⁻¹

Structure (ORCA input):
```
! wB97M-V def2-TZVPD RIJCOSX def2/J DEFGRID3
* xyz 0 1
H 0.747 -1.167 1.505
O -0.178 1.289 1.266
H -1.024 -1.061 1.704
C -0.755 0.380 -1.017
C -0.107 0.313 0.327
Cl 1.717 -0.879 -1.603
C 0.750 0.479 -1.070
H 0.486 0.978 2.012
H 1.270 1.487 -1.265
H -0.244 -1.927 0.259
C -0.182 -1.045 0.977
H -1.027 -0.581 -1.336
Cl -1.454 1.734 -1.759
*
```

=====

# 6
The following is a quantum chemistry calculation of a 2-piece molecular cluster, C10H13N2 overall in a non-equilibrium geometry, from the Open Molecules 2025 dataset.

Values from the calculation:
relative energy (zero: lowest compared OMol25 entry of this formula, charge and spin)	4.218	eV
Kohn-Sham gap	7.855	eV
electronic energy	-13551.11690	eV
LUMO	-0.1659	hartree
F_max	0.05200	Eh/bohr
molecular weight	161.2	g mol⁻¹

Structure (ORCA input):
```
! wB97M-V def2-TZVPD RIJCOSX def2/J DEFGRID3
* xyz 1 1
H 0.188 2.888 -0.601
H -3.971 0.461 -1.158
H 4.328 0.760 0.103
H 0.185 2.718 1.129
C 3.435 0.158 0.045
C -0.052 0.862 0.095
C -2.503 -1.099 0.778
H -2.451 -0.100 -1.822
H 0.093 -1.840 -0.128
H -2.665 1.618 -1.373
C 3.453 -1.191 -0.062
H -3.498 -1.267 1.210
C 2.184 0.831 0.093
H -1.805 -1.257 1.597
H 2.279 -3.010 -0.214
C 1.035 -1.321 -0.082
N 0.981 0.048 0.029
N 1.927 2.082 0.193
H 4.388 -1.727 -0.098
H -2.356 -1.835 -0.009
C -2.484 0.276 0.278
C -2.881 0.589 -1.096
C 0.510 2.222 0.207
C 2.235 -1.936 -0.128
H -2.553 1.068 1.013
*
```

=====

# 7
The following is a quantum chemistry calculation of C31H25N4S6Ti as an isolated structure in a non-equilibrium geometry, from the Open Molecules 2025 dataset.

Values from the calculation:
relative energy (zero: lowest compared OMol25 entry of this formula, charge and spin)	0.955	eV
Kohn-Sham gap	6.101	eV
electronic energy	-126645.05673	eV
LUMO	0.0762	hartree
F_max	0.03482	Eh/bohr
molecular weight	693.8	g mol⁻¹

Structure (ORCA input):
```
! wB97M-V def2-TZVPD RIJCOSX def2/J DEFGRID3
* xyz -1 1
Ti 0.196 -0.857 -0.394
C -5.141 0.002 -2.340
C 2.835 -4.208 6.234
N 1.788 -0.103 -1.322
H 1.880 -2.574 7.247
C -2.863 -0.554 -1.727
H -3.855 2.316 -0.228
S -1.554 -1.710 -1.811
C -0.322 2.512 -2.760
H 0.230 2.927 -1.925
C -1.737 0.155 3.643
H 1.018 2.059 0.412
H -2.870 4.480 -5.058
C 2.108 -3.018 6.285
N -2.867 3.488 -5.215
C -2.788 0.615 -0.956
C 2.422 1.011 -0.870
C 1.969 1.526 0.468
C 3.117 -4.809 5.017
H -2.278 1.508 5.202
C 2.204 -0.691 -2.529
H -5.960 1.763 -1.413
C 1.658 -1.833 -3.002
C 2.669 -4.192 3.856
C -3.920 1.433 -0.853
H 2.019 -2.249 -3.933
N 1.580 -2.483 2.670
C -0.810 -0.201 2.653
C 0.370 0.556 2.578
H -3.087 3.191 -6.148
C -5.089 1.128 -1.524
C 3.431 1.625 -1.538
H -0.250 2.924 4.922
H -6.045 -0.233 -2.889
N -0.020 1.259 -3.094
C -1.613 1.443 -4.881
C 3.854 1.079 -2.792
S 1.622 -3.027 0.011
H 0.892 -2.397 -2.491
H 3.179 -4.669 7.152
C 1.930 -3.241 1.683
H 1.486 2.237 3.296
H 1.083 -1.485 5.166
C 1.662 -2.400 5.129
C -0.666 0.754 -4.141
H 2.730 2.158 0.918
H -2.110 0.974 -5.722
H 3.578 -0.491 -4.196
S 2.837 -4.694 2.205
H -1.461 4.302 -3.091
C 1.953 -2.983 3.896
H -4.066 -1.710 -3.060
C -4.037 -0.825 -2.435
S 1.690 0.028 1.506
H -2.628 -0.453 3.736
C 3.269 -0.035 -3.265
H 3.892 2.516 -1.134
H 3.666 -5.741 4.969
C -0.394 2.038 4.315
C -1.248 3.293 -3.426
C -1.534 1.254 4.456
H -0.387 -0.260 -4.412
C -1.919 2.754 -4.523
H 4.651 1.558 -3.348
S -1.335 1.100 -0.133
C 0.569 1.667 3.392
S -1.184 -1.508 1.562
*
```

=====

# 8
The following is a quantum chemistry calculation of C41H54F8N3O14PS as an isolated structure in a non-equilibrium geometry, from the Open Molecules 2025 dataset.

Values from the calculation:
Kohn-Sham gap	7.377	eV
electronic energy	-118389.16645	eV
LUMO	-0.0532	hartree
F_max	0.08646	Eh/bohr
molecular weight	1027.9	g mol⁻¹

Structure (ORCA input):
```
! wB97M-V def2-TZVPD RIJCOSX def2/J DEFGRID3
* xyz 0 1
H -4.383 -3.220 4.064
C -1.673 -2.223 -5.595
H -1.304 -2.861 7.620
O -4.154 -0.928 4.577
H 1.654 11.242 -5.195
H 2.292 0.641 -2.911
C 4.527 8.274 -4.701
H 6.496 2.565 -1.472
H 5.032 3.871 -0.135
F -2.025 -5.208 3.195
H 0.482 -2.590 7.302
C 5.359 7.903 -5.915
H 5.631 4.047 -3.982
H 0.819 1.476 -3.718
C -4.844 -4.253 9.056
C 6.168 3.493 -1.949
C 3.707 7.028 -4.471
F 0.139 -0.449 6.363
P -3.466 -2.289 4.629
H -3.187 -2.524 6.015
C -0.254 9.951 -3.522
H 2.582 -9.181 2.855
C -1.766 -2.359 -7.100
C 1.590 -9.008 3.269
O 6.268 5.703 -6.341
C -1.890 -2.114 3.613
O -4.044 -3.423 8.199
H -1.041 -7.969 3.591
H -5.894 -3.981 8.922
C 0.488 -0.663 -3.037
F -1.141 -5.176 1.048
C -0.150 -7.410 3.288
H -3.131 -1.668 -2.682
C 4.142 2.895 -2.988
N 1.986 -1.710 1.716
H 5.186 8.447 -3.844
C -3.162 -0.557 -2.505
H -2.623 -2.985 -7.364
O 3.348 2.354 -3.707
O 0.668 -7.189 4.446
C 5.486 6.406 -5.764
H -3.090 -2.289 11.020
O 0.911 -1.397 -3.911
H 0.978 -0.773 -0.732
C -2.281 -5.274 1.802
O 2.440 -8.223 5.391
H -1.471 0.550 -3.355
H 2.793 7.017 -5.067
O 1.194 8.148 -2.822
C 5.584 3.184 -3.317
C -1.832 -2.359 2.091
C -0.368 10.469 -4.945
H -1.988 -3.132 -5.081
H 3.446 6.899 -3.422
C -3.931 -2.510 10.365
C -0.497 -2.224 1.478
C -2.755 -0.359 -6.347
O 4.546 5.939 -4.899
C 1.186 0.769 -2.923
H 3.920 9.165 -4.842
N -0.640 -1.054 -2.154
C 0.659 -1.579 3.789
C -0.707 -1.727 4.402
C 0.901 8.987 -3.627
C 1.659 -8.120 4.488
C 0.722 -8.192 2.329
H -0.633 -0.314 -0.085
F -4.259 -2.113 1.738
C -2.025 -0.929 -7.539
H -0.668 -1.961 -5.262
H -1.808 -1.041 6.260
H 0.816 -2.950 -0.093
H 0.151 -8.796 1.622
N 1.889 -1.267 4.338
H 1.118 -9.953 3.544
H -3.664 -0.400 -1.500
H -1.097 -0.373 -7.688
H 7.018 4.174 -1.977
F -2.732 -6.580 1.599
O -3.388 0.661 -6.330
H -3.474 -4.586 10.676
C 4.974 4.057 -1.208
H -0.876 -2.802 -7.547
H 0.816 1.209 -1.943
C -0.521 -2.758 6.817
C -0.217 -2.485 -0.040
H 6.064 2.320 -3.773
O 1.612 9.224 -4.764
H -2.645 -0.888 -8.433
H -0.462 -6.461 2.879
C -3.093 -2.758 1.288
H 4.838 8.124 -6.849
H -1.161 9.442 -3.204
H -1.016 9.806 -5.525
H -4.712 -5.299 8.780
C -1.664 0.007 -2.378
C 0.720 -1.830 2.300
H 6.336 8.383 -5.897
O -2.897 -1.492 8.432
H 0.009 10.745 -2.820
H -0.773 11.479 -5.014
H -0.922 -3.205 -0.530
H -5.097 -4.162 11.226
H 1.350 -7.505 1.754
H -4.764 -1.833 10.566
C -0.119 -1.066 -0.764
C -0.808 -1.444 5.956
S 2.947 -1.299 3.033
H 1.101 10.199 -6.522
C 1.057 10.360 -5.445
F -3.872 -4.726 0.071
H -3.725 0.001 -3.303
C -4.349 -3.967 10.458
O -2.563 -1.145 -5.258
O 3.835 3.376 -1.753
H -1.700 0.798 -1.576
H 4.850 5.131 -1.375
F -4.536 -4.599 2.178
C -3.536 -2.386 8.915
F -3.040 -2.433 -0.065
C -3.458 -4.329 1.342
H -0.522 -3.633 6.110
*
```

=====

# 9
The following is a quantum chemistry calculation of C20H17N5S6SbSe4Tc as an isolated structure, from the Open Molecules 2025 dataset.

Values from the calculation:
relative energy (zero: lowest compared OMol25 entry of this formula, charge and spin)	0.349	eV
Kohn-Sham gap (spin up / spin down)	5.173 / 5.172	eV
electronic energy	-363588.85898	eV
LUMO (spin up / spin down)	-0.2861 / -0.2861	hartree
F_max	0.01698	Eh/bohr
molecular weight	1055.4	g mol⁻¹

Structure (ORCA input):
```
! wB97M-V def2-TZVPD RIJCOSX def2/J DEFGRID3
* xyz 2 1
S 3.847 -3.158 -0.227
C 3.899 2.877 1.080
S 1.350 -1.936 0.828
C 2.274 -1.544 -1.672
Sb -4.615 -4.503 -1.759
C -2.940 4.616 1.071
Tc 0.008 -0.157 0.080
N -2.789 2.438 2.020
C -1.214 3.750 -1.762
C -1.149 6.211 1.166
C -2.150 3.689 1.743
H -2.987 4.273 -2.816
H -2.667 0.301 -1.281
Se -1.797 -1.668 0.194
H -0.750 4.720 -1.871
C 2.758 0.805 1.255
C 3.850 1.567 1.558
C -3.002 2.229 -2.100
N -3.220 0.272 2.528
H 2.813 4.350 -0.011
Se -4.261 -2.265 -2.273
N 0.724 3.089 -0.617
C -2.440 5.873 0.783
H 2.692 -0.193 1.655
S 5.730 -3.773 -2.430
H -3.947 4.354 0.772
H 4.640 1.147 2.159
H -3.801 2.518 2.004
Se -2.547 -5.159 -0.329
N 1.698 1.220 0.505
H 4.744 3.517 1.281
H -2.885 -0.631 2.826
C 2.466 -2.139 -0.387
H 0.613 5.556 2.195
C -0.869 4.023 2.156
C -0.525 2.736 -1.073
S 0.900 -0.664 -1.990
C -2.316 1.220 2.265
N -1.038 1.520 -0.887
C 4.433 -3.014 -1.885
S -0.640 0.784 2.306
H -3.968 1.959 -2.498
C 1.739 2.491 0.098
H -0.269 3.330 2.722
H -0.763 7.199 0.962
H -4.203 0.470 2.639
C -2.453 3.501 -2.280
Se -1.021 -3.536 -0.886
H 0.944 4.051 -0.840
C -2.273 1.297 -1.417
S 3.451 -1.932 -2.870
C 2.833 3.336 0.360
H -3.064 6.591 0.270
C -0.377 5.286 1.854
*
```

=====

# 10
The following is a quantum chemistry calculation of a 2-piece molecular cluster, N2O3 overall in a non-equilibrium geometry, from the Open Molecules 2025 dataset.

Values from the calculation:
relative energy (zero: lowest compared OMol25 entry of this formula, charge and spin)	0.366	eV
Kohn-Sham gap (spin up / spin down)	8.479 / 10.174	eV
<S²>	2.006
electronic energy	-9116.15628	eV
LUMO (spin up / spin down)	-0.0020 / -0.0861	hartree
F_max	0.02653	Eh/bohr
molecular weight	76.0	g mol⁻¹

Structure (ORCA input):
```
! wB97M-V def2-TZVPD RIJCOSX def2/J DEFGRID3
* xyz 0 3
O 1.165 1.334 -0.374
N -0.404 -0.613 0.203
O -1.457 -1.079 0.445
N 0.039 1.407 -0.222
O 0.657 -1.049 -0.052
*
```